[1]
This record from the Open Molecules 2025 dataset describes C25H17F5NOPPt as an isolated structure. The level of theory is ωB97M-V/def2-TZVPD.

XYZ file:
```
51
C25H17F5NOPPt, DFT ωB97M-V/def2-TZVPD
Pt 0.00000 0.00000 0.00000
O -1.63825 -0.59317 -2.32511
N -1.59741 0.33465 -1.27794
C -2.56130 1.18804 -1.42668
C -2.86330 2.33373 -0.52108
C -4.00804 3.06328 -0.90741
C -4.43515 4.17585 -0.18517
C -3.72251 4.57963 0.93234
C -2.58703 3.86845 1.32666
C -2.13085 2.72859 0.62381
P -0.62461 1.87682 1.21038
C 0.63127 3.17000 0.94783
C 0.90738 4.20485 1.85277
C 1.89738 5.15405 1.57989
C 2.62409 5.08648 0.39406
C 2.35987 4.07229 -0.52125
C 1.37119 3.12372 -0.24678
C -0.77932 1.67945 3.00895
C 0.37451 1.54755 3.80264
C 0.29018 1.33518 5.18180
C -0.95424 1.22761 5.79355
C -2.11009 1.31849 5.02419
C -2.02214 1.52910 3.64366
H -0.89844 -1.18782 -2.10047
H -3.23602 1.07466 -2.29608
H -4.58284 2.77150 -1.78442
H -5.31836 4.72626 -0.49924
H -4.04130 5.44981 1.50106
H -2.05547 4.22297 2.20787
H 0.35825 4.28967 2.78714
H 2.09957 5.94587 2.29639
H 3.39396 5.82379 0.18318
H 2.92129 4.01491 -1.44999
H 1.18250 2.33961 -0.97936
H 1.36393 1.59808 3.34985
H 1.19841 1.24101 5.77109
H -1.02248 1.05449 6.86407
H -3.08485 1.21004 5.49307
H -2.94648 1.55655 3.07123
F 0.67338 -2.20175 2.18463
C -0.65988 -2.09576 2.10750
C -1.21980 -1.18855 1.21349
C -2.60544 -1.08590 1.14093
F -3.15393 -0.21525 0.28309
C -3.42006 -1.87492 1.94655
F -4.75307 -1.76423 1.86481
C -2.84978 -2.77677 2.83504
F -3.63152 -3.53848 3.61274
C -1.46812 -2.88803 2.91635
F -0.91347 -3.75713 3.77243
H 1.31990 -0.26528 1.06693
```

As for the multiplicity: 3. Its LUMO energy (alpha / beta) is -0.49 / -0.77 eV. As for the expectation value of S²: 2.01. The highest occupied orbital energy (alpha / beta) comes out at -6.28 / -8.68 eV. The HOMO-LUMO gap (alpha / beta) is 5.79 / 7.91 eV.

[2]
This record from the Open Molecules 2025 dataset describes C26H37Cl18N2O4P as an isolated structure. The level of theory is ωB97M-V/def2-TZVPD.

XYZ file:
```
88
C26H37Cl18N2O4P, DFT ωB97M-V/def2-TZVPD
C 4.52999 -2.38182 -0.98088
C 3.08285 -3.04535 -0.59077
C 1.86306 -1.97505 -0.36067
C 1.99003 -1.08741 1.03305
C 3.02259 0.22565 0.94867
O 3.39787 0.58246 -0.42796
C 3.12707 1.99503 -0.73719
C 2.29665 -1.85283 2.44945
C 3.78210 -2.46623 2.76353
O 3.58487 -3.61369 3.68308
C 3.69294 -4.90106 2.97990
C 2.27766 -5.50414 2.40954
C 1.96004 -0.60606 3.49899
O 2.61611 -0.18439 4.58510
N 0.70427 -0.02275 2.86103
C 0.46348 -0.53203 1.42464
C -0.11086 0.79722 0.65866
C -1.49166 1.40587 1.38041
O -1.40572 2.31878 2.38765
C -3.02349 1.00894 0.91660
C -4.29534 1.23078 1.95518
C -5.85802 0.80741 1.55746
C -6.11796 0.15124 0.07262
C -4.91728 -0.05461 -1.03253
C -3.40047 0.38149 -0.58021
P -0.93487 -1.80014 1.70735
N -1.66306 -2.22451 0.28747
H 4.49887 -1.67601 -1.91530
H 5.26555 -3.28464 -1.22290
H 5.03458 -1.80185 -0.07832
H 3.14653 -3.74910 0.35333
H 2.74986 -3.74252 -1.50054
H 1.83130 -1.29356 -1.33971
H 0.85326 -2.60979 -0.41161
H 4.04746 0.01836 1.52479
H 2.57371 1.18994 1.44482
H 3.73378 2.23461 -1.73696
H 1.98598 2.18123 -1.03446
H 3.52429 2.75971 0.06119
H 1.58583 -2.69761 2.83707
H 4.43619 -2.70711 1.82415
H 4.40373 -1.66474 3.39347
H 4.49791 -4.89871 2.12180
H 4.08919 -5.68659 3.78629
H 2.49315 -6.27250 1.52194
H 1.77485 -6.12674 3.27038
H 1.53802 -4.70156 1.97335
H -0.14050 -0.41708 3.34940
H 0.62993 1.70241 0.60264
H -0.43826 0.56312 -0.45725
H -4.13308 1.70348 3.02782
H -6.77110 0.94514 2.29148
H -7.19482 -0.19476 -0.24030
H -5.04865 -0.51763 -2.10416
H -2.48101 0.24071 -1.32134
H -1.99419 -1.22295 2.51855
H -0.49149 -3.06454 2.28722
H -1.14958 -1.70922 -0.46343
C 4.97130 5.75605 0.12018
Cl 3.56782 5.41992 1.14824
Cl 5.94000 4.29027 -0.10878
Cl 4.45468 6.41081 -1.44321
H 5.59210 6.50474 0.61891
C -8.98710 -0.05091 -3.07784
Cl -7.54744 0.95799 -3.29957
Cl -8.83812 -1.55811 -3.99734
Cl -9.24764 -0.39394 -1.35905
H -9.85379 0.49818 -3.45466
C 5.33356 8.25332 3.80327
Cl 5.04241 6.64507 4.48766
Cl 5.80671 8.12836 2.10037
Cl 3.89452 9.27270 3.97589
H 6.15384 8.71918 4.35534
C -1.64858 3.18353 -2.95013
Cl -2.42398 3.04626 -4.53744
Cl -2.60019 2.33795 -1.71775
Cl 0.00321 2.54471 -3.00735
H -1.59943 4.24179 -2.68122
C 3.82683 -4.93406 -4.34312
Cl 4.53188 -5.18558 -2.73711
Cl 3.35174 -6.48166 -5.06324
Cl 2.43667 -3.83947 -4.24775
H 4.58392 -4.47423 -4.98344
C -12.26340 1.68275 -5.39000
Cl -11.99325 1.29551 -3.68216
Cl -12.04702 3.41786 -5.67620
Cl -11.17265 0.74136 -6.42141
H -13.29266 1.41741 -5.64466
```

Its LUMO energy is -0.73 eV. The highest occupied orbital energy comes out at -8.01 eV. The HOMO-LUMO gap is 7.28 eV.

[3]
This record from the Open Molecules 2025 dataset describes a 7-piece molecular cluster, C36H47BBr2ClIN7O5 overall. The level of theory is ωB97M-V/def2-TZVPD.

XYZ file:
```
100
C36H47BBr2ClIN7O5, DFT ωB97M-V/def2-TZVPD
C 6.53760 -3.45909 0.91127
C 5.28715 -3.16887 0.07612
O 4.20182 -2.80009 0.89106
C 3.90912 -1.44221 0.96710
C 2.39931 -1.13311 0.72529
C 2.26512 0.35911 1.12576
C 1.57773 0.62252 2.44595
O 1.63665 -0.00661 3.43205
I 0.46296 2.53068 2.47428
O 1.64365 -2.03233 1.46087
B 0.87143 -2.93849 0.63387
Cl 1.73084 -4.70740 0.74736
C -0.68182 -3.25992 1.04160
Br -0.69559 -3.95961 2.89470
C -1.71159 -2.11833 0.94788
C -1.64132 -1.35910 -0.37187
Br -1.62217 -0.78824 2.38561
O 1.09826 -2.49160 -0.74347
C 2.00015 -1.45286 -0.76165
C 1.39795 -0.33693 -1.63251
O 3.18476 -1.92887 -1.56140
C 2.88932 -2.63418 -2.58738
N 2.60924 -3.22866 -3.53745
H 6.22984 -4.12706 1.71689
H 6.94059 -2.54996 1.36097
H 7.28804 -3.95964 0.29908
H 5.49977 -2.43591 -0.70797
H 5.02155 -4.09590 -0.44110
H 4.10667 -1.10221 1.99533
H 4.52524 -0.82026 0.30411
H 3.26904 0.77652 1.25827
H 1.79101 0.97448 0.36929
H -1.09860 -4.08025 0.46215
H -2.70670 -2.55429 1.02707
H -0.91615 -0.55161 -0.31017
H -2.60806 -0.91731 -0.61829
H -1.35077 -2.01179 -1.19552
H 0.83712 0.41274 -1.08279
H 2.20720 0.13641 -2.19866
H 0.72203 -0.75347 -2.37702
N -3.56368 0.53806 4.91915
C -2.97861 1.21297 5.94802
C -3.91858 2.04576 6.50049
C -5.12196 1.86257 5.76733
C -4.86482 0.92433 4.80013
H -3.10389 -0.13858 4.33162
H -1.94761 1.04470 6.19788
H -3.75985 2.71101 7.33299
H -6.06316 2.36122 5.92912
H -5.49487 0.49479 4.04039
N 2.20479 3.49342 -3.17394
C 2.64596 2.22069 -3.40591
C 2.03929 1.76276 -4.54389
C 1.20057 2.80674 -5.02428
C 1.32641 3.86068 -4.15797
H 2.47782 4.06756 -2.39845
H 3.34708 1.74349 -2.74174
H 2.18472 0.78917 -4.98309
H 0.57793 2.78462 -5.90346
H 0.86676 4.83405 -4.15610
N 0.22007 1.45124 8.02259
C 0.00534 2.78503 8.22821
C 0.49552 3.10145 9.46766
C 1.02988 1.90888 10.02814
C 0.84517 0.90908 9.11020
H -0.03812 0.94436 7.19631
H -0.47511 3.39063 7.47851
H 0.47481 4.07820 9.92158
H 1.49590 1.79856 10.99311
H 1.10312 -0.13553 9.13757
N -6.52299 0.54787 1.25728
C -6.55662 0.58588 -0.10863
C -7.86257 0.45248 -0.49974
C -8.64710 0.33202 0.67961
C -7.79052 0.39628 1.74658
H -5.69081 0.62027 1.81464
H -5.65297 0.70351 -0.68217
H -8.21632 0.44249 -1.51713
H -9.71613 0.21230 0.73739
H -7.97403 0.34717 2.80650
N -0.66170 1.54915 -4.37115
C -1.38967 2.65597 -4.03507
C -2.71346 2.30251 -4.03080
C -2.78384 0.92465 -4.37409
C -1.50057 0.48917 -4.57582
H 0.34027 1.51927 -4.45117
H -0.90520 3.59471 -3.82736
H -3.53878 2.95678 -3.80388
H -3.67313 0.32276 -4.46034
H -1.11467 -0.47980 -4.84423
N 2.79390 -1.68686 -6.98270
C 3.63648 -0.64768 -7.24250
C 3.66027 -0.44351 -8.59656
C 2.78962 -1.40683 -9.17725
C 2.26677 -2.15421 -8.15248
H 2.59109 -2.05726 -6.06636
H 4.14363 -0.14118 -6.43899
H 4.23078 0.31155 -9.11135
H 2.56848 -1.53258 -10.22418
H 1.57058 -2.97512 -8.15699
```

As for the total charge: -1. Its LUMO energy is 1.62 eV. The highest occupied orbital energy comes out at -6.27 eV. The HOMO-LUMO gap is 7.88 eV.

[4]
This record from the Open Molecules 2025 dataset describes an isolated ion of composition C2H3N2O2 and charge +1. The level of theory is ωB97M-V/def2-TZVPD.

XYZ file:
```
9
C2H3N2O2, DFT ωB97M-V/def2-TZVPD
C -1.16774 -0.43509 0.18544
C 1.15796 0.00280 -0.13055
N -2.24542 -0.99995 -0.03680
N 0.12001 -0.85822 -0.24880
O 2.60119 -0.77104 -0.29618
O -3.28123 -1.47721 -0.01153
H -1.38854 0.55689 0.38626
H 1.18452 0.99804 -0.16907
H 0.44473 -1.78992 -0.30977
```

As for the total charge: +1. Its LUMO energy (alpha / beta) is -8.13 / -8.67 eV. Its SMILES is O=C/[NH+]=C/N=O. The highest occupied orbital energy (alpha / beta) comes out at -15.47 / -13.92 eV. The HOMO-LUMO gap (alpha / beta) is 7.34 / 5.26 eV.